Entry 1:
H8O4 | wB97M-V/def2-TZVPD

The geometry in XYZ format:
```
12
Properties=species:S:1:pos:R:3:forces:R:3:nbo_charge:R:1
O 0.88719 0.82925 -1.39878 0.24 -0.26 -0.67 -0.994
H 1.11606 0.44615 -2.26495 -0.11 0.27 0.57 0.478
H 1.27781 0.21781 -0.72106 -0.12 0.06 -0.19 0.508
O -1.67638 0.73812 -0.61000 0.10 0.71 0.13 -0.988
H -0.78621 0.79701 -1.04810 -0.25 0.02 0.19 0.511
H -1.85886 1.64680 -0.30553 0.06 -0.59 -0.28 0.476
O -0.88770 -0.76540 1.49434 0.18 -0.11 0.27 -0.982
H -1.24054 -0.18368 0.78884 -0.21 0.05 -0.22 0.508
H -1.37013 -1.59171 1.41692 -0.08 -0.05 0.01 0.479
O 1.61413 -0.84547 0.51586 0.00 0.28 0.85 -0.984
H 0.72678 -0.89252 0.97871 0.48 -0.02 -0.29 0.511
H 2.19784 -0.39637 1.15376 -0.29 -0.35 -0.37 0.477
```
Positions in Å, forces in eV/Å.

Summary:
SMILES = O.O.O.O
Molar mass = 72.06 u


Entry 2:
C9H11NO4S | wB97M-V/def2-TZVPD

The geometry in XYZ format:
```
26
Properties=species:S:1:pos:R:3:forces:R:3:nbo_charge:R:1
C 2.96887 0.98206 2.16582 1.11 -1.00 1.39 -0.212
C 1.66921 0.94073 2.69784 -0.18 0.66 0.12 -0.200
C 3.25478 0.81876 0.81638 -1.94 1.47 1.43 -0.186
C 0.59278 0.98088 1.82789 5.31 -0.15 -2.30 -0.237
C 2.20855 0.91931 -0.06532 -0.79 -0.47 3.08 -0.206
C 0.91248 0.95228 0.48649 0.58 -0.58 -0.89 0.272
C -3.03937 -1.31740 -0.74867 4.42 -1.50 0.57 -0.651
C -2.02376 0.76691 -2.13730 -2.24 1.54 -0.31 -0.697
C -1.99789 -0.29454 -1.10341 0.23 1.01 1.26 0.341
N -1.01239 -0.24449 -0.26294 -0.53 1.28 -1.68 0.292
O -0.77789 -1.17650 0.52264 0.58 -0.31 2.65 -0.518
O -0.07935 0.82503 -0.46391 -0.77 -0.17 -0.45 -0.372
O -0.53649 -2.43248 -1.63552 1.43 -0.20 0.17 -0.953
O 1.59651 -1.99636 -0.32774 -1.08 -0.52 -0.73 -0.914
S 0.27893 -2.61833 -0.42732 0.51 -0.22 -0.42 1.674
H 3.94189 0.99588 2.70927 -1.41 -0.03 0.60 0.213
H 1.29095 0.90890 3.72506 1.31 0.14 0.06 0.222
H 4.28164 0.74303 0.64703 1.27 -0.12 -1.21 0.215
H -0.33585 0.94829 2.13959 -4.51 -0.18 1.48 0.209
H 2.40163 0.82993 -1.05530 -0.06 -0.28 -2.99 0.223
H -3.74889 -1.20760 -1.41622 -4.20 0.56 -2.82 0.214
H -3.30225 -1.27708 0.27479 -0.52 0.36 0.97 0.241
H -2.62073 -2.34282 -0.92274 -0.28 0.96 0.20 0.273
H -1.51422 0.42389 -2.97106 0.62 -1.32 -2.09 0.255
H -1.41224 1.62811 -1.98293 0.34 0.45 1.17 0.267
H -2.99688 1.24360 -2.49243 0.80 -1.39 0.74 0.235
```
Positions in Å, forces in eV/Å.

Summary:
Molar mass = 229.26 u


Energy above the lowest of the compared OMol25 structures with the same formula, charge and spin
In order: 0.069 5.677
Unit: eV